A:
The following is a quantum chemistry calculation of a 2-piece molecular cluster, C5H13N2 overall, from OMol25.

Geometry as ORCA input:
```
! RIJCOSX wB97M-V def2-TZVPD def2/J DEFGRID3
* xyz 2 2
C 0.3810 -0.1171 -1.1745
C -0.2983 -0.1004 0.2451
H 0.8865 2.5695 2.4966
H -2.3241 0.2473 -0.5793
C 1.8561 -0.1974 -0.9971
H -2.0820 0.9957 1.9507
C 2.6133 -1.2541 -1.5665
N -2.3285 0.0899 1.5407
C -1.8763 -0.2991 0.2557
H -0.2279 1.8800 0.2028
H 0.2466 0.8629 -1.6727
H 3.6561 -1.4158 -1.3431
H -2.1807 -1.3385 0.1203
H -0.0203 -0.8223 -1.8975
N -0.0384 1.1209 0.8856
H 2.1431 -1.8572 -2.3205
H 2.3178 0.4969 -0.2930
H -3.3299 0.0275 1.6837
H 0.1970 -0.8730 0.8344
H 1.2958 2.0831 2.8062
*
```

Output
HOMO level (alpha / beta), eV: -18.68 / -18.69
Molar mass, Da: 101.2

B:
The following is a quantum chemistry calculation of an isolated ion of composition C5H13N2 and charge +2, from OMol25.

Geometry as ORCA input:
```
! RIJCOSX wB97M-V def2-TZVPD def2/J DEFGRID3
* xyz 2 2
N -0.8974 3.0871 0.0105
C 1.1281 -0.0809 0.4316
H 0.8412 -2.4579 -1.0070
H -1.6473 3.8079 0.2526
H -1.7294 -1.2915 -0.4343
H -0.9398 -2.8960 0.2086
H -1.1214 1.4109 1.2079
H 0.3786 0.8921 -1.4103
C -0.7833 -1.8823 -0.1222
H -0.3228 -2.5606 -1.9999
H 1.3332 1.8384 -0.3385
C -0.6811 1.8549 0.3067
H -0.5322 -0.9183 1.7470
C 0.4354 1.1664 -0.3095
H 1.8756 -0.6250 -0.1684
H -0.1819 3.5278 -0.5844
H 0.8009 -2.1005 1.4332
N 0.0612 -1.8984 -1.3823
H 1.7609 0.4296 1.1697
C 0.2214 -1.3036 0.9891
*
```

Output
HOMO level (alpha / beta), eV: -19.98 / -19.93
Molar mass, Da: 101.2

Most favorable structure: B. The second most favorable one is 121.1 kcal/mol above it.